Entry 1:
Below is a gas-phase ion, C8H13N3 (charge +2), with properties calculated with wB97M-V/def2-TZVPD.

Last column: Mulliken charge in e.
Geometry (Å):
C1 -0.7681 -0.8011 0.0141  0.240
C2 -1.8510 -0.0566 0.3401  0.503
C3 0.5705 1.0409 -0.2722  0.481
C4 -3.8409 1.3533 0.2075  -0.107
C5 0.3780 -3.0488 -0.2441  -1.023
C6 2.8055 1.3122 0.7471  -1.120
C7 -0.9273 -2.3240 -0.0604  -0.596
C8 2.0783 1.3979 -0.5773  -0.441
N1 0.4057 -0.3441 -0.2471  -0.100
N2 -2.8452 0.6354 0.2438  0.079
N3 -0.2852 1.9170 -0.2140  -0.459
H1 -3.8049 2.3747 0.8061  0.322
H2 -4.7959 1.0146 -0.1953  0.334
H3 0.3745 -3.6951 -1.1821  0.322
H4 0.6207 -3.7594 0.6426  0.307
H5 1.2403 -2.3335 -0.4466  0.320
H6 3.9255 1.5108 0.6489  0.341
H7 2.5522 0.4414 1.2274  0.393
H8 2.7628 2.1665 1.5219  0.310
H9 -1.4292 -2.5378 0.8042  0.580
H10 -1.4902 -2.4047 -0.9930  0.365
H11 2.5065 0.6862 -1.3762  0.261
H12 1.8898 2.4896 -1.0231  0.315
H13 -0.0725 2.9647 -0.3720  0.373

Atomic forces in eV per Å
0.2806 -3.0795 0.4297
-2.4009 2.9151 -0.8960
5.7448 -0.2460 -1.6761
-2.8360 4.0212 1.9717
2.2003 -1.5229 -0.1417
2.8790 4.2252 0.2088
0.9674 1.5680 -2.2380
-1.5868 2.0058 -1.1027
-0.2437 2.0298 -0.1097
3.9427 -3.8347 0.5228
-2.9142 2.6695 0.7257
0.0100 -1.7585 -1.5389
0.0531 -0.0966 -0.2307
-0.2687 0.7431 1.2426
-0.3716 1.4460 -1.4941
-0.9808 -1.1101 0.6118
-1.1438 -1.3607 -0.4657
0.0141 -2.3275 1.2366
-1.3395 -0.9374 -1.3062
-1.7502 -1.3712 1.8703
-0.7440 -0.4998 0.2561
-0.8004 1.0656 1.2319
1.4177 -2.3023 0.8216
-0.1293 -2.2421 0.0701

Calculated values
relative energy (zero: lowest compared OMol25 entry of this formula, charge and spin) = 155.10 kcal per mole
highest occupied orbital energy (spin up / spin down) = -17.73 / -17.70 eV
calculated total energy = -12950.8926 eV
charge = +2
HOMO-LUMO gap (spin up / spin down) = 4.813 / 4.326 eV
LUMO energy (spin up / spin down) = -12.9 / -13.4 eV

Entry 2:
Below is 2 unconnected molecules or ions with the total composition C14H16, with properties calculated with wB97M-V/def2-TZVPD.

Last column: Mulliken charge in e.
Geometry (Å):
C1 3.5488 0.6422 -3.0263  -1.300
C2 2.5296 -0.1392 -2.2718  0.893
C3 1.3683 0.4502 -1.7693  -0.525
C4 0.3575 -0.2500 -1.1329  -0.246
C5 0.4970 -1.6420 -1.0880  -0.477
C6 1.7008 -2.2129 -1.5295  -0.308
C7 2.7731 -1.5197 -2.0615  -0.672
H1 4.3567 1.2004 -2.5690  0.272
H2 2.9688 1.2691 -3.7033  0.351
H3 3.9976 0.0062 -3.8249  0.364
H4 1.2135 1.5747 -1.7686  0.242
H5 -0.5631 0.2411 -0.8138  0.477
H6 -0.1140 -2.4074 -0.6267  0.287
H7 1.6527 -3.3090 -1.6812  0.266
H8 3.7397 -1.8844 -2.4307  0.374
C8 -2.4838 -1.6466 1.7487  -1.334
C9 -2.1977 -0.1678 1.9213  0.751
C10 -3.2271 0.7769 2.0868  -0.478
C11 -2.9079 2.1170 2.1975  -0.420
C12 -1.5727 2.5476 2.1952  -0.465
C13 -0.5594 1.6128 2.2088  -0.366
C14 -0.9022 0.2265 2.0860  -0.359
H9 -2.7349 -2.3009 2.5818  0.351
H10 -1.6283 -2.1928 1.3703  0.193
H11 -3.2977 -1.7177 1.0092  0.333
H12 -4.2475 0.4451 2.1303  0.456
H13 -3.5820 2.9648 2.3118  0.321
H14 -1.2819 3.5995 2.0748  0.354
H15 0.4737 1.8671 2.4233  0.376
H16 0.1225 -0.1508 1.9516  0.289

Atomic forces in eV per Å
-0.2888 -0.2513 -2.4821
0.8298 -0.6994 1.2734
-0.2313 1.9641 0.3179
-0.3947 -1.3165 -0.2807
1.4865 -0.0496 0.1994
-0.3095 -1.7378 -0.8228
-0.9637 1.9818 -0.4832
-0.2030 0.0388 0.5640
0.1274 0.8485 0.2894
0.1289 -0.0310 0.8895
0.5015 -1.4153 -0.4995
0.4140 -0.0587 0.1112
-0.8630 0.6512 -0.0996
0.4725 0.5287 0.7507
-0.7152 -0.4458 0.2552
-0.5889 -0.1573 -1.0945
-0.1607 -1.5167 1.1994
0.5959 0.2399 -0.0128
0.6385 1.0588 -0.0587
0.6798 0.1112 -0.3839
-1.4586 -0.8665 0.4947
2.8745 3.3872 -0.3146
-0.4314 0.7657 0.6509
0.3620 0.2940 -0.5345
0.2203 -0.3701 0.2151
-0.3152 -0.0818 -0.1143
-0.6203 -0.7091 -0.1761
-0.5200 -0.2900 0.5494
-0.0661 0.1601 -0.4803
-1.2012 -2.0332 0.0773

Calculated values
relative energy (zero: lowest compared OMol25 entry of this formula, charge and spin) = 40.64 kcal per mole
highest occupied orbital energy = -8.93 eV
calculated total energy = -14776.0030 eV
HOMO-LUMO gap = 9.884 eV
LUMO energy = 1.0 eV

Look up the relative energy (zero: lowest compared OMol25 entry of this formula, charge and spin) of the first one. 155.10 kcal per mole

Among the records above, which one has the highest relative energy (zero: lowest compared OMol25 entry of this formula, charge and spin)? C8H13N3

Which formula does entry 1 have? C8H13N3

Among the records above, which one has the lowest calculated total energy? C14H16